Record 1
Formula: C23H25HgN8S
Source: the OMol25 dataset
Level of theory: ωB97M-V with the def2-TZVPD basis set

Atoms and positions in Å:
Hg: -0.492 0.186 0.631
C: -1.559 0.805 2.982
C: -2.726 0.927 2.013
N: -2.341 1.032 0.585
C: -2.264 2.433 0.128
C: -0.843 2.935 0.117
C: -0.458 4.241 -0.121
C: 0.911 4.511 -0.238
C: 1.846 3.473 -0.144
C: 1.378 2.195 0.096
C: 2.230 0.946 0.077
N: 1.505 -0.234 0.579
C: 1.758 -0.491 2.015
C: 0.723 0.096 2.967
N: -0.626 -0.207 2.516
N: 0.068 1.967 0.246
H: -1.921 0.548 3.984
H: -1.093 1.796 3.053
H: -3.400 1.736 2.317
H: -3.321 0.008 2.113
H: -3.141 0.511 0.152
H: -2.907 3.103 0.709
H: -2.622 2.464 -0.908
H: -1.192 5.029 -0.241
H: 1.246 5.525 -0.435
H: 2.903 3.666 -0.283
H: 3.173 1.114 0.609
H: 2.486 0.754 -0.972
H: 1.835 -1.139 0.168
H: 2.770 -0.192 2.313
H: 1.730 -1.582 2.151
H: 0.906 1.177 3.011
H: 0.876 -0.295 3.979
H: -0.936 -1.200 2.641
S: 1.110 -4.745 -4.554
N: 0.600 -3.176 -4.703
C: 0.444 -2.696 -3.456
C: 0.018 -1.383 -3.091
C: -0.296 -0.418 -4.071
C: -0.705 0.843 -3.674
C: -0.785 1.087 -2.321
N: -0.488 0.174 -1.366
C: -0.082 -1.075 -1.706
C: 0.230 -2.036 -0.695
N: 0.125 -1.714 0.618
C: 0.420 -2.621 1.579
C: 0.838 -3.908 1.321
C: 0.961 -4.286 -0.004
C: 0.658 -3.354 -1.019
C: 0.771 -3.701 -2.400
N: 1.156 -4.887 -2.904
H: -0.219 -0.653 -5.130
H: -0.955 1.611 -4.397
H: -1.100 2.057 -1.943
H: 0.303 -2.262 2.598
H: 1.062 -4.596 2.129
H: 1.288 -5.293 -0.252
H: -1.857 -0.806 0.631

LUMO (alpha / beta) = 0.006 / 0.006 Ha
2S+1 = 2
HOMO energy (alpha / beta) = -4.2 / -4.2 eV
Net charge = 0

Results of the Löwdin charge analysis, in e, for atoms 1 through 6: 1.176, -0.209, -0.243, -0.258, -0.156, -0.264

Record 2
Formula: C4H6O2
Source: the OMol25 dataset
Level of theory: ωB97M-V with the def2-TZVPD basis set

Atoms and positions in Å:
O: -1.032 1.634 -1.317
C: -0.043 0.947 -1.319
C: 0.715 0.660 -0.032
C: -0.165 -0.139 0.936
C: -0.442 -1.522 0.430
O: -0.508 -1.809 -0.738
H: 0.387 0.572 -2.258
H: 1.601 0.088 -0.278
H: 0.952 1.635 0.387
H: -1.130 0.346 1.109
H: 0.314 -0.145 1.888
H: -0.650 -2.267 1.193

LUMO = 0.031 Ha
Structure (SMILES) = O=CCCC=O
2S+1 = 1
HOMO energy = -9.8 eV
Net charge = 0

Results of the Löwdin charge analysis, in e, for atoms 1 through 6: 0.051, -0.273, -0.146, -0.154, -0.248, 0.068

Strongest force on any atom: 10.3; 1.1 (eV Å⁻¹)